# 1
Formula: C16H15B3INO11S
Source: the OMol25 dataset
Level of theory: wB97M-V/def2-TZVPD

Positions of all 48 atoms, in Å:
C  3.379  -1.802  2.821
C  2.621  -2.308  1.581
C  1.286  -3.004  1.925
B  0.013  -2.168  1.639
O  -1.175  -2.333  2.359
B  -2.207  -1.470  2.099
I  -4.226  -2.086  2.351
O  -1.952  -0.200  1.632
B  -0.659  -0.039  1.151
N  0.010  1.237  1.238
C  0.524  1.705  2.218
S  1.234  2.314  3.471
O  -0.028  -1.160  0.677
H  3.821  -0.821  2.635
H  2.719  -1.695  3.684
H  4.200  -2.468  3.086
H  3.258  -3.017  1.050
H  2.456  -1.481  0.888
H  1.189  -3.929  1.340
H  1.278  -3.334  2.967
C  -6.202  -3.731  -3.695
C  -4.907  -4.077  -3.648
C  -3.892  -3.319  -2.813
O  -2.749  -3.744  -2.839
C  -4.330  -2.169  -2.059
C  -5.624  -1.820  -2.105
C  -6.644  -2.592  -2.923
O  -7.791  -2.186  -2.873
O  -6.138  -0.792  -1.456
O  -4.387  -5.098  -4.307
H  -6.931  -4.268  -4.285
H  -3.599  -1.628  -1.476
H  -7.094  -0.787  -1.672
H  -3.436  -5.108  -4.077
C  4.742  5.029  -1.358
C  4.264  3.851  -0.932
C  3.468  3.710  0.353
O  3.078  2.587  0.621
C  3.230  4.883  1.159
C  3.710  6.062  0.734
C  4.489  6.207  -0.560
O  4.858  7.333  -0.842
O  3.557  7.202  1.384
O  4.429  2.707  -1.574
H  5.307  5.137  -2.273
H  2.672  4.774  2.078
H  4.002  7.884  0.840
H  3.971  2.029  -1.036

Results
- total energy (eV) = -61820.9942
- SMILES = CCCB1OB(I)OB(N=C=S)O1.O=C1C=C(O)C(=O)C=C1O.O=C1C=C(O)C(=O)C=C1O
- E_LUMO (eV) = -1.48

# 2
Formula: C34H42F3NO9
Source: the OMol25 dataset
Level of theory: wB97M-V/def2-TZVPD

Positions of all 89 atoms, in Å:
C  -2.800  -0.343  -2.609
C  -1.704  0.660  -2.926
C  -2.113  1.934  -3.250
C  -1.195  2.923  -3.541
C  0.145  2.615  -3.536
C  0.541  1.335  -3.242
C  -0.351  0.328  -2.919
C  0.180  -1.065  -2.568
C  0.751  -1.021  -1.147
C  0.181  -1.585  -0.075
C  -1.109  -2.404  -0.145
C  -1.891  -2.464  1.169
N  -1.801  -3.436  1.975
C  0.870  -1.396  1.262
O  0.851  -2.231  2.148
C  1.620  -0.099  1.421
C  1.744  0.562  2.609
C  2.468  1.729  2.746
C  2.588  2.384  4.108
C  1.316  3.128  4.595
C  0.637  4.007  3.563
F  -0.001  3.335  2.602
F  1.449  4.937  3.043
F  -0.336  4.716  4.212
C  3.104  2.264  1.636
C  3.962  3.504  1.664
C  5.385  3.244  2.225
C  6.457  3.240  1.111
O  5.749  4.275  3.167
C  2.960  1.607  0.420
C  2.237  0.459  0.302
C  2.062  -0.267  -1.004
O  2.888  -0.243  -1.901
H  -2.821  -0.500  -1.524
H  -3.790  0.030  -2.889
H  -2.665  -1.298  -3.130
H  -3.161  2.220  -3.276
H  -1.549  3.925  -3.765
H  0.866  3.394  -3.770
H  1.609  1.132  -3.274
H  1.001  -1.336  -3.242
H  -0.587  -1.831  -2.667
H  -0.791  -3.437  -0.360
H  -1.742  -2.104  -0.977
H  -2.598  -1.670  1.439
H  -1.135  -4.125  1.619
H  1.263  0.140  3.492
H  3.451  3.049  4.199
H  2.757  1.572  4.831
H  1.636  3.807  5.395
H  0.555  2.480  5.038
H  3.546  4.333  2.241
H  4.094  3.854  0.634
H  5.460  2.292  2.767
H  7.285  2.577  1.392
H  6.067  2.895  0.147
H  6.882  4.244  1.004
H  6.198  3.842  3.898
H  3.445  2.019  -0.464
C  -4.016  0.338  -10.265
C  -3.714  -0.725  -9.231
O  -2.386  -0.583  -8.710
C  -2.233  0.364  -7.782
O  -3.102  1.077  -7.348
O  -0.950  0.392  -7.427
C  -0.628  1.420  -6.483
H  -3.251  0.343  -11.043
H  -4.989  0.160  -10.725
H  -4.025  1.331  -9.815
H  -3.753  -1.711  -9.693
H  -4.444  -0.716  -8.421
H  -1.279  1.374  -5.617
H  -0.695  2.398  -6.960
H  0.396  1.258  -6.161
C  -0.872  -3.264  5.756
C  -2.295  -3.651  5.413
O  -2.505  -5.060  5.600
C  -2.701  -5.450  6.856
O  -2.732  -4.740  7.827
O  -2.846  -6.779  6.859
C  -2.992  -7.346  8.161
H  -0.164  -3.881  5.200
H  -0.692  -2.216  5.516
H  -0.668  -3.415  6.817
H  -2.481  -3.447  4.360
H  -3.018  -3.075  5.992
H  -3.791  -6.858  8.716
H  -2.052  -7.275  8.708
H  -3.245  -8.395  8.029

Results
- total energy (eV) = -64010.0068
- SMILES = [H]/N=C\CC1=C(Cc2ccccc2C)C(=O)c2cc(C[C@@H](C)O)c(CCC(F)(F)F)cc2C1=O.CCOC(=O)OC.CCOC(=O)OC
- E_LUMO (eV) = -0.94

# 3
Formula: C18H15Cl2N6NiOS3
Source: the OMol25 dataset
Level of theory: wB97M-V/def2-TZVPD

Positions of all 46 atoms, in Å:
Ni  0.116  2.240  -0.186
N  2.321  4.836  -0.166
C  1.016  4.997  0.091
N  0.016  4.066  -0.002
C  -1.237  4.602  0.260
C  -1.263  5.927  0.532
S  0.335  6.568  0.487
C  -2.268  3.616  0.260
C  -3.592  3.575  0.646
S  -4.284  2.041  0.310
C  -2.833  1.524  -0.463
N  -1.866  2.392  -0.331
N  -2.667  0.326  -1.053
H  2.780  3.982  -0.011
H  2.850  5.704  -0.098
H  -2.174  6.452  0.835
H  -4.240  4.362  1.020
H  -3.519  -0.235  -1.191
H  -1.980  0.292  -1.856
Cl  -2.100  -3.433  -2.478
C  -1.983  -4.472  -1.062
C  -3.199  -4.716  -0.479
C  -3.388  -5.757  0.424
C  -2.343  -6.699  0.592
C  -1.084  -6.312  0.250
Cl  0.162  -7.348  0.774
C  -0.807  -5.149  -0.597
S  0.781  -4.658  -1.055
H  -4.044  -4.044  -0.855
H  -4.391  -5.947  0.778
H  -2.580  -7.705  0.961
N  5.753  0.244  0.170
C  4.624  1.005  0.239
O  4.631  2.258  0.363
C  3.375  0.240  0.258
C  3.145  -1.121  0.166
C  1.837  -1.527  0.366
C  0.745  -0.645  0.209
N  1.004  0.685  0.154
C  2.250  1.122  0.315
H  6.654  0.735  0.167
H  5.721  -0.751  0.084
H  3.965  -1.799  0.005
H  1.596  -2.623  0.586
H  -0.244  -1.038  0.091
H  2.407  2.190  0.493

Results
- charge = +1
- 2S+1 = 3
- total energy (eV) = -128485.1381
- relative energy (zero: lowest compared OMol25 entry of this formula, charge and spin) (kJ/mol) = 340.1
- E_LUMO (spin up / spin down) (eV) = -2.92 / -4.65

# 4
Formula: C7H15N2Zn
Source: the OMol25 dataset
Level of theory: wB97M-V/def2-TZVPD

Positions of all 25 atoms, in Å:
C  -1.655  -1.355  -2.680
Zn  0.267  -0.137  -1.787
N  1.590  0.895  -3.017
H  -2.593  -0.787  -1.243
H  -3.359  -0.793  -1.590
H  -2.452  -2.139  -2.629
H  -0.689  -1.943  -2.747
H  -1.864  -0.638  -3.500
H  2.504  0.455  -2.854
H  1.761  1.910  -3.012
H  1.343  0.650  -3.978
N  1.105  0.722  -0.110
C  0.551  0.353  1.201
C  -0.700  0.817  1.588
C  -1.106  0.596  2.929
C  -0.258  -0.101  3.805
C  0.985  -0.569  3.364
C  1.384  -0.353  2.046
H  1.152  1.741  -0.225
H  2.059  0.370  -0.269
H  -1.340  1.356  0.865
H  -2.080  1.003  3.242
H  -0.600  -0.261  4.831
H  1.636  -1.091  4.053
H  2.359  -0.702  1.715

Results
- charge = -1
- total energy (eV) = -58894.8974
- relative energy (zero: lowest compared OMol25 entry of this formula, charge and spin) (kJ/mol) = 0.0
- E_LUMO (spin up / spin down) (eV) = 2.88 / 2.88

# 5
Formula: C6H8
Source: the OMol25 dataset
Level of theory: wB97M-V/def2-TZVPD

Positions of all 14 atoms, in Å:
C  1.378  -0.221  -0.228
C  0.580  -0.908  -1.262
C  -0.885  -0.826  -0.962
C  -1.347  -0.230  0.347
C  -0.589  0.653  0.997
C  0.764  1.016  0.446
H  1.374  -1.060  0.508
H  2.426  -0.079  -0.510
H  0.676  1.815  -0.307
H  -1.297  -1.830  -1.129
H  -1.291  -0.262  -1.823
H  -2.303  -0.556  0.754
H  -0.912  1.085  1.941
H  1.426  1.403  1.228

Results
- total energy (eV) = -6347.7456
- relative energy (zero: lowest compared OMol25 entry of this formula, charge and spin) (kJ/mol) = 293.1
- E_LUMO (eV) = 0.39

# 6
Formula: C4H8F6MnN3O4S2
Source: the OMol25 dataset
Level of theory: wB97M-V/def2-TZVPD

Positions of all 28 atoms, in Å:
Mn  -0.132  0.126  0.141
F  2.304  -4.159  0.057
C  2.722  -2.961  -0.207
F  3.572  -2.506  0.662
F  3.114  -2.810  -1.434
S  1.171  -1.811  0.021
O  1.699  -0.359  -0.106
O  0.503  -1.897  1.315
N  0.138  -2.002  -1.173
S  -1.464  -1.789  -1.190
O  -1.798  -0.659  -0.180
O  -2.299  -2.914  -1.136
C  -1.575  -0.846  -2.800
F  -1.049  -1.551  -3.755
F  -2.827  -0.556  -3.004
F  -0.860  0.282  -2.604
N  -0.344  0.876  2.071
C  0.145  2.273  2.105
C  -0.558  2.988  0.981
N  -0.279  2.220  -0.258
H  -1.334  0.833  2.319
H  0.144  0.279  2.739
H  1.226  2.262  1.952
H  -0.052  2.743  3.068
H  -0.231  4.023  0.893
H  -1.637  2.989  1.142
H  0.642  2.472  -0.622
H  -0.940  2.455  -0.996

Results
- charge = +2
- 2S+1 = 5
- total energy (eV) = -86213.8058
- relative energy (zero: lowest compared OMol25 entry of this formula, charge and spin) (kJ/mol) = 107.1
- E_LUMO (spin up / spin down) (eV) = -11.77 / -9.15

# 7
Formula: C2H5N3O2S
Source: the OMol25 dataset
Level of theory: wB97M-V/def2-TZVPD

Positions of all 13 atoms, in Å:
C  -0.017  0.628  0.199
C  0.239  -2.179  -0.340
H  1.245  2.552  0.385
H  -1.089  2.250  -0.279
H  0.409  -2.961  -1.140
H  0.024  -2.589  0.648
H  -1.927  -0.057  0.119
N  -0.544  1.886  0.496
N  1.210  0.462  -0.044
N  -0.969  -0.389  0.241
O  0.423  2.899  0.757
O  -0.802  -1.343  -0.783
S  1.798  -1.159  -0.258

Results
- total energy (eV) = -21551.5251
- SMILES = ONC1=NSCON1
- relative energy (zero: lowest compared OMol25 entry of this formula, charge and spin) (kJ/mol) = 423.4
- E_LUMO (eV) = 0.67

# 8
Formula: C22H29ClF2IP
Source: the OMol25 dataset
Level of theory: wB97M-V/def2-TZVPD

Positions of all 56 atoms, in Å:
C  -0.336  4.640  2.102
C  -0.136  4.154  0.904
P  -0.169  3.600  -0.913
F  0.736  5.042  -1.252
C  -1.381  4.088  -2.253
C  -1.149  5.493  -2.995
F  -0.066  5.460  -3.992
C  1.408  2.630  -1.472
C  1.693  2.744  -3.052
C  3.205  2.143  -3.277
I  3.686  1.768  -5.368
C  -0.957  1.927  -0.537
C  -2.538  1.842  -0.320
C  -3.399  1.476  -1.676
Cl  -3.358  3.213  0.579
H  -0.172  5.128  3.135
H  -2.505  4.085  -1.948
H  -1.315  3.274  -3.088
H  -2.106  5.665  -3.640
H  -1.092  6.410  -2.306
H  1.437  1.560  -1.049
H  2.281  3.193  -0.944
H  1.794  3.873  -3.289
H  0.948  2.193  -3.726
H  3.423  1.264  -2.563
H  3.909  3.004  -2.933
H  -0.432  1.473  0.400
H  -0.683  1.195  -1.402
H  -2.716  0.903  0.350
H  -4.239  2.278  -1.739
H  -3.962  0.468  -1.565
H  -2.693  1.507  -2.579
C  -1.355  -1.648  4.126
C  -1.790  -2.970  4.084
C  -1.934  -3.617  2.861
C  -1.632  -2.945  1.678
C  -1.194  -1.625  1.721
C  -1.060  -0.975  2.945
H  -1.247  -1.143  5.081
H  -2.018  -3.496  5.006
H  -2.279  -4.646  2.828
H  -1.740  -3.451  0.724
H  -0.958  -1.100  0.799
H  -0.723  0.056  2.977
C  3.561  -6.568  1.199
C  2.486  -7.183  1.836
C  1.329  -6.459  2.106
C  1.242  -5.121  1.730
C  2.315  -4.507  1.091
C  3.476  -5.228  0.829
H  4.464  -7.132  0.992
H  2.552  -8.228  2.122
H  0.494  -6.937  2.608
H  0.337  -4.557  1.936
H  2.246  -3.464  0.796
H  4.314  -4.748  0.335

Results
- total energy (eV) = -58626.2582
- SMILES = C#CP(F)(CCF)(CCCI)C[C@H](C)Cl.c1ccccc1.c1ccccc1
- E_LUMO (eV) = 0.30